[1]
Below is a cluster of 8 separate species, C48H65F21N2O14Si in total at a distorted geometry, with properties calculated with ωB97M-V with the def2-TZVPD basis set.

Structure (XYZ):
```
151
Properties=species:S:1:pos:R:3
C 2.80 -1.26 -2.48
Si 2.95 -2.88 -1.53
C 4.64 -2.89 -0.67
C 1.51 -3.17 -0.36
C 1.26 -2.08 0.71
C 2.46 -1.82 1.62
C 2.09 -1.17 2.96
C 3.29 -1.27 3.94
C 3.80 0.08 4.45
C 4.08 1.09 3.32
C 5.45 1.75 3.45
C 5.59 2.93 2.49
C 7.00 3.32 2.36
N 8.10 3.62 2.32
C 4.78 4.18 2.93
C 3.49 4.23 2.24
N 2.44 4.18 1.79
C 3.06 -4.27 -2.81
C 2.87 -4.07 -4.18
C 3.01 -5.16 -5.04
C 3.34 -6.42 -4.55
C 3.50 -6.63 -3.19
C 3.36 -5.54 -2.33
H 2.67 -0.42 -1.80
H 3.71 -1.14 -3.06
H 1.97 -1.31 -3.19
H 4.62 -3.61 0.15
H 5.43 -3.19 -1.35
H 4.84 -1.93 -0.20
H 0.61 -3.18 -0.99
H 1.53 -4.15 0.12
H 0.43 -2.44 1.32
H 0.92 -1.15 0.25
H 2.94 -2.78 1.81
H 3.15 -1.16 1.10
H 1.23 -1.64 3.42
H 1.87 -0.12 2.76
H 4.12 -1.74 3.40
H 3.07 -1.93 4.77
H 3.09 0.47 5.18
H 4.75 -0.10 4.96
H 4.00 0.65 2.32
H 3.35 1.89 3.42
H 6.25 1.03 3.23
H 5.61 2.14 4.46
H 5.27 2.65 1.48
H 5.33 5.09 2.71
H 4.63 4.14 4.01
H 2.64 -3.09 -4.57
H 2.89 -5.02 -6.11
H 3.47 -7.27 -5.21
H 3.75 -7.61 -2.79
H 3.52 -5.70 -1.27
C -3.84 -6.98 1.25
C -3.17 -5.63 1.40
O -2.12 -5.68 2.39
C -0.96 -6.16 1.98
O -0.68 -6.53 0.88
C 0.06 -6.10 3.13
F -0.46 -6.56 4.28
F 0.46 -4.84 3.34
F 1.13 -6.84 2.86
H -4.20 -7.33 2.22
H -4.68 -6.91 0.57
H -3.15 -7.73 0.88
H -3.88 -4.89 1.76
H -2.78 -5.28 0.45
C -3.34 1.13 3.31
C -4.57 0.74 2.54
O -4.23 -0.02 1.37
C -4.01 -1.31 1.56
O -4.06 -1.91 2.60
C -3.71 -1.99 0.21
F -2.85 -1.28 -0.53
F -4.83 -2.14 -0.51
F -3.17 -3.20 0.38
H -2.63 1.66 2.67
H -3.60 1.78 4.15
H -2.82 0.25 3.70
H -5.09 1.63 2.17
H -5.28 0.19 3.16
C -2.53 -0.55 -5.26
C -2.61 -1.57 -6.38
O -1.45 -1.48 -7.24
C -0.37 -2.11 -6.82
O -0.25 -2.74 -5.80
C 0.76 -1.96 -7.85
F 0.86 -0.71 -8.30
F 0.53 -2.76 -8.91
F 1.94 -2.31 -7.33
H -2.39 0.45 -5.67
H -3.44 -0.57 -4.67
H -1.68 -0.76 -4.61
H -3.46 -1.36 -7.02
H -2.72 -2.58 -6.00
C -10.48 -0.56 -2.66
C -9.42 -1.64 -2.66
O -8.20 -1.18 -3.28
C -7.39 -0.46 -2.51
O -7.59 -0.16 -1.37
C -6.13 -0.09 -3.30
F -6.40 0.33 -4.54
F -5.30 -1.15 -3.41
F -5.44 0.87 -2.70
H -10.65 -0.20 -3.68
H -11.41 -0.94 -2.26
H -10.17 0.29 -2.06
H -9.75 -2.49 -3.25
H -9.21 -2.00 -1.65
C -3.94 -9.77 7.24
C -4.12 -8.28 7.05
O -4.77 -7.99 5.80
C -6.09 -8.09 5.78
O -6.79 -8.40 6.69
C -6.61 -7.70 4.39
F -5.88 -8.26 3.41
F -6.56 -6.37 4.23
F -7.87 -8.08 4.22
H -3.41 -10.20 6.39
H -3.38 -9.97 8.15
H -4.91 -10.28 7.31
H -3.15 -7.79 7.01
H -4.68 -7.84 7.87
C 3.70 6.77 0.23
C 2.44 6.63 -0.59
O 2.09 7.88 -1.22
C 2.72 8.18 -2.34
O 3.56 7.51 -2.88
C 2.20 9.51 -2.90
F 2.08 10.44 -1.93
F 0.99 9.35 -3.45
F 3.01 9.99 -3.84
H 3.60 7.58 0.96
H 3.90 5.84 0.75
H 4.56 7.01 -0.40
H 1.60 6.37 0.05
H 2.53 5.85 -1.34
C 3.48 12.97 -2.60
C 3.78 12.97 -1.12
O 4.95 13.76 -0.82
C 4.75 15.07 -0.72
O 3.71 15.64 -0.86
C 6.07 15.76 -0.35
F 7.09 15.29 -1.08
F 6.36 15.55 0.94
F 5.99 17.07 -0.55
H 4.35 12.64 -3.17
H 2.65 12.31 -2.83
H 3.22 13.97 -2.95
H 4.02 11.96 -0.79
H 2.93 13.31 -0.54
```

Output
SMILES: C[Si](C)(CCCCCCCC[C@H](C#N)CC#N)c1ccccc1.CCOC(=O)C(F)(F)F.CCOC(=O)C(F)(F)F.CCOC(=O)C(F)(F)F.CCOC(=O)C(F)(F)F.CCOC(=O)C(F)(F)F.CCOC(=O)C(F)(F)F.CCOC(=O)C(F)(F)F
M, g mol⁻¹: 1321.09
Lowest unoccupied orbital energy, eV: 0.301

Mulliken atomic charge list, values in e, 2 entries:
1. C -1.091
2. Si 0.105

[2]
Below is a cluster of 12 separate species, C48H65N7O15 in total at a distorted geometry, with properties calculated with ωB97M-V with the def2-TZVPD basis set.

Structure (XYZ):
```
135
Properties=species:S:1:pos:R:3
C 11.82 33.82 8.50
C 12.11 34.03 7.03
C 11.31 35.17 6.38
O 12.34 35.97 5.78
C 13.56 35.48 6.05
O 14.58 35.99 5.73
O 13.49 34.36 6.81
H 10.76 33.62 8.64
H 12.06 34.75 9.03
H 12.41 33.00 8.89
H 11.98 33.07 6.53
H 10.74 35.72 7.12
H 10.73 34.72 5.58
C 18.83 35.04 -1.24
C 18.02 34.74 0.00
C 16.87 33.75 -0.15
O 16.99 32.89 0.98
C 18.22 33.03 1.52
O 18.67 32.37 2.40
O 18.88 34.05 0.94
H 19.81 35.40 -0.94
H 18.30 35.80 -1.81
H 18.95 34.15 -1.85
H 17.69 35.66 0.47
H 16.87 33.18 -1.08
H 15.89 34.24 -0.11
C 14.53 27.58 0.70
C 16.01 27.85 0.74
C 16.42 29.04 1.62
O 17.29 28.50 2.60
C 17.42 27.16 2.43
O 18.11 26.45 3.08
O 16.63 26.74 1.41
H 14.09 27.34 1.67
H 14.31 26.71 0.07
H 13.95 28.41 0.28
H 16.37 27.95 -0.28
H 15.57 29.48 2.16
H 16.83 29.87 1.06
C 13.76 33.59 1.65
C 13.70 32.49 2.68
C 13.10 32.90 4.04
O 12.02 31.99 4.23
C 11.86 31.21 3.13
O 10.97 30.42 3.03
O 12.85 31.41 2.24
H 14.54 34.32 1.83
H 12.78 34.01 1.41
H 14.05 33.10 0.71
H 14.69 32.06 2.83
H 12.74 33.93 3.91
H 13.83 32.85 4.84
C 15.34 29.53 11.27
C 14.60 28.57 10.37
C 15.39 28.22 9.11
O 14.96 26.90 8.82
C 14.56 26.33 9.99
O 14.40 25.17 10.16
O 14.34 27.28 10.93
H 16.33 29.13 11.52
H 14.84 29.70 12.22
H 15.48 30.49 10.75
H 13.63 29.01 10.11
H 16.47 28.22 9.26
H 15.18 28.96 8.34
N 11.34 30.06 6.42
C 11.75 29.45 7.59
C 10.94 29.86 8.60
C 10.02 30.80 8.05
C 10.31 30.90 6.72
H 11.58 29.75 5.50
H 12.56 28.73 7.56
H 10.92 29.45 9.60
H 9.31 31.43 8.56
H 9.80 31.38 5.89
N 18.34 30.91 8.09
C 18.63 31.34 9.35
C 19.97 31.66 9.38
C 20.52 31.27 8.14
C 19.50 30.72 7.40
H 17.43 30.69 7.71
H 17.87 31.56 10.08
H 20.52 32.11 10.20
H 21.56 31.30 7.86
H 19.54 30.47 6.35
N 18.86 27.67 7.33
C 17.89 27.07 6.58
C 17.77 25.77 7.01
C 18.79 25.54 7.97
C 19.44 26.74 8.15
H 19.17 28.62 7.30
H 17.29 27.65 5.90
H 17.06 25.05 6.63
H 18.98 24.66 8.55
H 20.25 26.99 8.81
N 16.74 32.23 5.50
C 16.66 31.02 4.85
C 15.58 30.35 5.37
C 15.06 31.12 6.45
C 15.78 32.28 6.45
H 17.45 32.94 5.36
H 17.24 30.82 3.96
H 15.26 29.38 5.02
H 14.36 30.74 7.18
H 15.84 33.11 7.15
N 20.73 30.23 4.06
C 22.03 30.28 4.50
C 22.31 29.08 5.11
C 21.18 28.23 4.92
C 20.20 29.00 4.35
H 20.19 30.97 3.64
H 22.68 31.11 4.31
H 23.26 28.85 5.56
H 21.10 27.21 5.26
H 19.21 28.75 4.02
N 17.13 35.35 10.52
C 16.61 36.46 9.92
C 15.51 36.07 9.20
C 15.38 34.67 9.37
C 16.32 34.26 10.28
H 17.91 35.34 11.15
H 17.11 37.40 10.00
H 14.88 36.71 8.60
H 14.70 33.97 8.92
H 16.64 33.30 10.65
N 17.79 34.85 6.74
C 19.02 34.23 6.94
C 19.79 34.46 5.84
C 18.94 34.98 4.82
C 17.75 35.27 5.44
H 17.07 35.00 7.43
H 19.20 33.73 7.88
H 20.79 34.09 5.67
H 19.22 35.23 3.81
H 16.81 35.64 5.06
```

Output
SMILES: C[C@H]1COC(=O)O1.C[C@H]1COC(=O)O1.C[C@H]1COC(=O)O1.C[C@H]1COC(=O)O1.C[C@H]1COC(=O)O1.c1cc[nH]c1.c1cc[nH]c1.c1cc[nH]c1.c1cc[nH]c1.c1cc[nH]c1.c1cc[nH]c1.c1cc[nH]c1
Energy above the lowest of the compared OMol25 structures with the same formula, charge and spin, kcal per mole: 0.00
M, g mol⁻¹: 980.08
Lowest unoccupied orbital energy, eV: -0.003

Mulliken atomic charge list, values in e, 2 entries:
1. C -1.930
2. C 1.813

[3]
Below is a cluster of 7 separate species, C48H66ClF6N2O24 in total at a distorted geometry, with properties calculated with ωB97M-V with the def2-TZVPD basis set.

Structure (XYZ):
```
147
Properties=species:S:1:pos:R:3
C -0.18 -0.11 7.92
O -0.96 -0.14 6.68
C -2.12 0.74 6.81
C -3.51 -0.09 6.65
C -3.48 -1.02 5.31
C -2.87 -2.49 5.70
C -1.55 -2.85 4.85
C -1.61 -4.24 4.06
C -2.70 -4.31 2.89
C -2.59 -3.01 1.95
C -1.15 -2.79 1.26
C -1.25 -2.40 -0.32
C -0.63 -0.93 -0.61
C -1.20 -0.22 -1.93
C -0.78 -1.26 -3.13
C -0.49 1.17 -2.33
C 0.70 1.63 -1.32
C 0.18 2.42 -0.03
O 1.31 3.28 0.42
C 1.23 4.56 -0.20
O 0.66 5.48 0.46
O -1.41 2.28 -2.59
C -2.31 1.84 -3.63
C -3.22 3.04 -4.23
C -3.90 2.93 -5.65
C -4.83 4.06 -6.22
C -5.13 5.36 -5.41
C -4.43 5.51 -4.03
C -3.50 4.37 -3.46
C -3.22 0.57 -3.24
Cl -5.03 0.93 -3.20
N -2.73 -0.19 -1.99
N -3.39 0.08 -0.82
C -3.18 1.31 -0.09
C -3.70 2.80 -0.42
O -2.58 1.24 1.03
C -4.41 -0.84 -0.35
C -5.38 -1.79 -1.21
O -4.63 -0.86 0.90
H 0.39 0.88 8.05
H 0.59 -0.96 7.86
H -0.86 -0.31 8.82
H -2.08 1.49 5.93
H -2.08 1.30 7.82
H -4.34 0.71 6.53
H -3.74 -0.70 7.59
H -4.56 -1.18 4.95
H -2.83 -0.49 4.52
H -2.56 -2.39 6.81
H -3.68 -3.30 5.68
H -1.27 -1.95 4.17
H -0.69 -2.94 5.61
H -0.58 -4.41 3.56
H -1.86 -5.07 4.81
H -2.68 -5.27 2.26
H -3.75 -4.27 3.37
H -2.89 -2.04 2.50
H -3.37 -3.13 1.11
H -0.63 -1.94 1.83
H -0.56 -3.77 1.40
H -2.29 -2.56 -0.76
H -0.56 -3.15 -0.85
H 0.49 -1.13 -0.84
H -0.61 -0.28 0.33
H -0.93 -0.77 -4.17
H -1.28 -2.28 -3.04
H 0.36 -1.40 -2.99
H 0.07 1.02 -3.34
H 1.31 2.40 -1.94
H 1.44 0.78 -1.10
H -0.01 1.72 0.87
H -0.68 3.14 -0.23
H 1.68 4.79 -1.23
H -1.64 1.53 -4.53
H -3.74 1.99 -6.29
H -5.34 3.96 -7.24
H -5.81 6.20 -5.75
H -4.61 6.44 -3.38
H -3.04 4.58 -2.44
H -3.11 -0.17 -4.13
H -2.95 -1.18 -2.24
H -2.81 3.48 -0.56
H -4.50 2.85 -1.23
H -4.23 3.14 0.55
H -4.82 -2.18 -2.15
H -6.26 -1.17 -1.62
H -5.81 -2.64 -0.57
C 2.18 -5.11 -3.84
C 2.20 -4.60 -2.43
O 0.84 -4.29 -2.19
C 0.13 -5.16 -2.96
O -1.04 -5.38 -2.82
O 0.90 -5.74 -3.91
F 2.92 -3.46 -2.34
H 2.24 -4.31 -4.58
H 2.98 -5.83 -4.03
H 2.55 -5.32 -1.69
C -6.65 10.74 -5.70
C -6.83 9.43 -5.01
O -5.58 8.79 -5.20
C -4.67 9.80 -5.27
O -3.49 9.65 -5.16
O -5.27 11.01 -5.49
F -7.78 8.69 -5.63
H -6.85 10.69 -6.77
H -7.27 11.53 -5.26
H -7.05 9.50 -3.94
C 5.69 -5.44 0.80
C 6.70 -4.57 0.13
O 6.71 -5.05 -1.20
C 5.46 -5.53 -1.42
O 5.01 -5.77 -2.51
O 4.77 -5.71 -0.26
F 7.93 -4.76 0.66
H 6.11 -6.39 1.15
H 5.19 -4.94 1.63
H 6.45 -3.50 0.14
C 2.47 1.87 -5.25
C 2.92 1.42 -6.60
O 3.19 0.05 -6.41
C 2.35 -0.35 -5.42
O 2.10 -1.50 -5.17
O 1.82 0.71 -4.74
F 4.07 2.04 -6.95
H 3.29 2.14 -4.58
H 1.77 2.71 -5.30
H 2.18 1.55 -7.39
C 11.98 -2.45 1.36
C 11.52 -3.55 2.26
O 10.32 -3.04 2.80
C 9.82 -2.21 1.85
O 8.69 -1.81 1.83
O 10.76 -1.89 0.91
F 12.40 -3.75 3.27
H 12.56 -1.69 1.89
H 12.57 -2.82 0.52
H 11.32 -4.50 1.75
C 3.95 1.07 8.52
C 4.42 0.64 7.16
O 4.69 -0.74 7.33
C 3.84 -1.15 8.32
O 3.59 -2.30 8.55
O 3.30 -0.10 9.00
F 5.57 1.27 6.82
H 4.77 1.33 9.18
H 3.25 1.91 8.47
H 3.67 0.77 6.37
```

Output
Total charge: +1
M, g mol⁻¹: 1204.49
Lowest unoccupied orbital energy, eV: -2.826

Mulliken atomic charge list, values in e, 2 entries:
1. C -0.590
2. O -0.210

Number 1: HOMO-LUMO gap 9.18 eV, HOMO -8.88 eV. Number 2: HOMO-LUMO gap 7.50 eV, HOMO -7.51 eV. Number 3: HOMO-LUMO gap 8.09 eV, HOMO -10.92 eV.